No. 1
C37H70Cl14FI3N3O3 as an isolated structure, computed with ωB97M-V with the def2-TZVPD basis set.

Values from the calculation:
**HOMO level**: -11.038 eV
**LUMO energy**: -2.17 eV
**Net charge**: +1

```
131
Properties=species:S:1:pos:R:3:lowdin_charge:R:1
C 2.13145 0.81863 5.00255 -0.100
C 2.59660 0.62432 3.55733 -0.277
N 2.25758 -0.74384 3.11189 0.035
C 2.42315 -1.02206 1.68551 -0.457
C 3.94513 -0.96364 1.30563 -0.551
I 5.25873 -2.52773 1.87995 1.155
C 4.62686 0.06883 0.78003 -0.749
C 6.12210 0.06704 0.51536 -0.283
I 3.85943 1.95948 0.23875 1.126
O 1.80529 -0.07822 0.87323 -0.121
C 0.39440 -0.05220 0.52128 -0.269
C 0.00841 1.44323 0.77612 -0.124
C 0.40896 2.48085 -0.28598 -0.295
C 0.55116 3.86403 0.35012 -0.596
Cl -1.02622 4.66849 0.54369 0.572
C 0.18331 -0.20081 -1.01962 -0.123
C -0.02954 -1.47508 -1.85932 -0.670
C -1.27238 -1.34516 -2.74762 -0.128
Cl 1.38723 -1.74386 -2.96460 0.648
C -0.47540 -0.95876 1.51434 -0.118
C -0.54897 -0.20472 2.86987 -0.163
O -1.76313 0.50767 2.88449 -0.193
C -1.80719 1.55488 3.85770 -0.223
C -3.20633 1.63788 4.44268 -0.057
C -1.85547 -1.05419 0.80855 -0.192
C -3.17615 -1.49442 1.49329 -0.681
C -3.71312 -2.87432 1.06035 -0.157
I -4.67266 0.00957 0.98158 0.921
N 0.18350 -2.39142 1.73102 0.015
N -0.42523 -3.31379 0.83708 0.120
C -0.07158 -2.96927 3.18392 -0.230
F 0.28894 -4.29396 3.06577 0.029
C -1.49758 -2.98948 3.68207 -0.160
C -1.54724 -3.82622 4.98549 -0.043
C 1.78507 -2.42688 1.45080 -0.357
C 2.13199 -2.88856 0.04561 -0.003
O 2.33121 -3.23647 2.42563 -0.061
H 1.09001 1.14821 5.04968 0.055
H 2.73198 1.57077 5.50846 0.013
H 2.20108 -0.11925 5.55926 0.062
H 3.67579 0.77951 3.51137 0.047
H 2.10361 1.33746 2.89894 0.063
H 2.91459 -1.35511 3.58652 0.105
H 6.67899 -0.03304 1.45112 0.017
H 6.38863 -0.76048 -0.15036 0.060
H 6.43842 0.99011 0.04302 0.031
H -1.06141 1.55150 0.93001 0.119
H 0.49629 1.74609 1.70256 0.099
H -0.37932 2.55715 -1.04151 0.108
H 1.32568 2.24858 -0.82099 0.020
H 1.17316 4.51560 -0.26171 0.074
H 1.00214 3.80559 1.34124 0.046
H 1.04865 0.30072 -1.45836 0.104
H -0.68673 0.42106 -1.23355 0.112
H -0.11247 -2.39715 -1.30391 0.047
H -1.56081 -2.31957 -3.14191 0.082
H -1.09037 -0.66427 -3.57914 0.008
H -2.10440 -0.94698 -2.16909 0.068
H 0.29975 0.45577 2.99241 0.082
H -0.49874 -0.83951 3.74597 0.108
H -1.54305 2.49088 3.35413 0.123
H -1.08038 1.35007 4.64728 0.110
H -3.39233 0.79173 5.11107 0.081
H -3.94399 1.59834 3.64127 0.032
H -3.32582 2.56141 5.00863 0.083
H -1.75492 -1.67969 -0.07861 0.090
H -2.02082 -0.05875 0.41139 0.053
H -3.15991 -1.38668 2.56775 0.035
H -3.85007 -3.53718 1.92133 0.077
H -4.68383 -2.81410 0.57399 0.037
H -3.05085 -3.36428 0.34292 0.071
H -1.36808 -3.49873 1.14498 0.074
H 0.12653 -4.15377 0.78920 0.117
H 0.61336 -2.46142 3.85915 0.148
H -1.89036 -2.01180 3.91391 0.098
H -2.15128 -3.46765 2.94932 0.090
H -2.33978 -3.43897 5.62800 0.086
H -1.73632 -4.87819 4.78803 0.083
H -0.61895 -3.73424 5.55701 0.088
H 1.35857 -3.42554 -0.48940 0.068
H 2.99690 -3.55220 0.11156 0.082
H 2.41333 -2.04917 -0.58747 0.065
H 2.30440 -4.15978 2.17151 0.119
Cl -0.68046 0.90710 -5.56308 0.555
C -0.17893 -0.53892 -6.48451 -0.661
C -1.10961 -0.84614 -7.63031 -0.644
Cl -2.71984 -1.39728 -7.06763 0.536
H -0.13806 -1.37547 -5.78962 0.047
H 0.82043 -0.33161 -6.86236 -0.004
H -0.69084 -1.65481 -8.22596 0.077
H -1.26201 0.01732 -8.26712 0.046
Cl 2.79620 3.99147 6.97902 0.565
C 3.49723 5.33306 6.03559 -0.646
C 2.90794 5.41766 4.65191 -0.634
Cl 3.38567 4.02407 3.63939 0.555
H 4.57273 5.18386 5.99880 0.070
H 3.28303 6.25165 6.57806 0.076
H 3.27151 6.31283 4.15158 0.076
H 1.82234 5.44598 4.68375 0.070
Cl -0.09446 2.64572 -9.68250 0.552
C 1.65933 2.87953 -9.86057 -0.660
C 2.40902 1.59617 -10.09996 -0.633
Cl 2.41254 0.50392 -8.67679 0.573
H 2.01365 3.38031 -8.96368 0.070
H 1.80524 3.53403 -10.71765 0.075
H 3.45100 1.82993 -10.30858 0.074
H 1.99179 1.03246 -10.92899 0.070
Cl 6.23963 1.61960 3.65635 0.590
C 7.26295 0.58982 4.69690 -0.618
C 6.55134 -0.67581 5.09686 -0.657
Cl 5.15778 -0.35774 6.16257 0.591
H 7.54865 1.18438 5.55990 0.072
H 8.15607 0.33628 4.12853 0.079
H 7.23620 -1.32456 5.63967 0.079
H 6.18002 -1.20486 4.22267 -0.038
Cl -8.28217 -2.48970 -3.69555 0.546
C -6.88546 -1.89568 -4.63288 -0.692
C -5.66546 -2.74724 -4.42316 -0.641
Cl -5.04002 -2.60307 -2.75373 0.522
H -6.70269 -0.86651 -4.34287 0.038
H -7.16814 -1.91693 -5.68259 0.062
H -4.87100 -2.42074 -5.09128 0.044
H -5.87640 -3.79770 -4.60176 0.071
Cl -6.36677 0.90964 -6.75276 0.556
C -6.37837 2.52665 -5.99704 -0.650
C -7.65023 2.78545 -5.23184 -0.667
Cl -9.06326 2.92079 -6.30608 0.548
H -6.23569 3.25715 -6.78819 0.068
H -5.52724 2.56740 -5.31955 0.072
H -7.56195 3.72809 -4.69489 0.073
H -7.85241 1.98954 -4.51953 0.063
```

No. 2
A 11-piece molecular cluster, C37H70Cl20N6 overall, computed with ωB97M-V with the def2-TZVPD basis set.

Values from the calculation:
**HOMO level**: -8.042 eV
**SMILES string**: ClC(Cl)(Cl)Cl.ClC(Cl)(Cl)Cl.ClC(Cl)(Cl)Cl.ClC(Cl)(Cl)Cl.ClC(Cl)(Cl)Cl.c1cc[nH]c1.c1cc[nH]c1.CCN(CC)CC.CCN(CC)CC.CCN(CC)CC.CCN(CC)CC
**LUMO energy**: 0.08 eV

```
133
Properties=species:S:1:pos:R:3:lowdin_charge:R:1
Cl 10.35655 -15.88828 -15.21960 0.533
C 12.09185 -15.61394 -15.44452 -2.032
Cl 12.35922 -14.71872 -16.94147 0.559
Cl 12.65030 -14.65190 -14.06524 0.547
Cl 12.92566 -17.14927 -15.55844 0.551
Cl 10.17193 -5.50513 -15.05326 0.538
C 10.49314 -7.14271 -14.43540 -1.992
Cl 11.43406 -8.05741 -15.57198 0.555
Cl 11.45946 -7.02312 -12.93138 0.504
Cl 8.95022 -7.92126 -14.06886 0.612
Cl 6.45789 -13.02588 -18.26576 0.510
C 5.82520 -14.26370 -17.14829 -2.012
Cl 5.09324 -13.43952 -15.73293 0.514
Cl 4.50264 -15.09224 -18.00153 0.520
Cl 7.08567 -15.33227 -16.58807 0.555
Cl 16.40209 -7.48979 -11.82186 0.543
C 15.00387 -7.33808 -10.72349 -1.992
Cl 13.95548 -6.00816 -11.12347 0.548
Cl 14.06168 -8.85249 -10.85852 0.546
Cl 15.67982 -7.24351 -9.07537 0.535
Cl 11.80816 -9.95550 -18.36899 0.516
C 10.23845 -9.85744 -19.16260 -2.025
Cl 9.17748 -8.70450 -18.38002 0.555
Cl 10.52753 -9.39713 -20.85884 0.523
Cl 9.47916 -11.46802 -19.14991 0.523
C 6.11428 -14.12786 -8.85825 -0.107
C 7.46518 -14.24833 -9.25721 -0.106
C 7.91890 -13.00477 -9.59925 -0.144
N 6.87962 -12.12577 -9.36298 0.031
C 5.78114 -12.80135 -8.90149 -0.133
H 5.48734 -14.89802 -8.43619 0.090
H 8.00597 -15.17892 -9.34024 0.078
H 8.84404 -12.53723 -9.89043 0.067
H 6.93142 -11.13218 -9.56843 0.107
H 4.89486 -12.22647 -8.70462 0.091
C 12.68146 -9.17785 -7.64662 -0.124
C 11.72475 -10.06350 -8.21653 -0.113
C 11.23382 -10.85208 -7.21039 -0.127
N 11.97899 -10.58329 -6.08703 0.004
C 12.84100 -9.55142 -6.34021 -0.138
H 13.25809 -8.42719 -8.15399 0.028
H 11.35682 -10.05037 -9.23123 0.065
H 10.48711 -11.62462 -7.13658 0.105
H 11.84050 -10.92855 -5.15600 0.142
H 13.56307 -9.23546 -5.60600 0.107
C 18.38055 -12.02091 -14.10923 -0.082
C 17.16365 -12.24997 -14.99970 -0.264
N 16.48462 -11.01625 -15.41956 -0.181
C 15.74933 -11.21228 -16.67440 -0.250
C 14.56494 -12.17805 -16.64062 -0.122
C 15.70230 -10.47101 -14.33272 -0.273
C 15.13751 -9.09038 -14.62113 -0.110
H 18.66914 -12.98632 -13.69380 0.072
H 18.15585 -11.32293 -13.30490 0.057
H 19.20948 -11.59545 -14.67523 0.073
H 17.46041 -12.83906 -15.86826 0.114
H 16.42792 -12.84893 -14.43639 0.111
H 15.45598 -10.23191 -17.05042 0.099
H 16.49388 -11.60863 -17.36921 0.111
H 13.77857 -11.80753 -15.98287 0.052
H 14.19886 -12.26975 -17.66538 0.059
H 14.91792 -13.16787 -16.35177 0.052
H 16.35178 -10.39612 -13.45755 0.093
H 14.88819 -11.12530 -13.96821 0.113
H 14.48768 -9.08714 -15.50446 0.047
H 15.85968 -8.28317 -14.71393 0.065
H 14.39931 -8.78338 -13.87147 0.032
C 8.12195 -13.47315 -13.12402 -0.077
C 9.10775 -12.33422 -12.92676 -0.236
N 10.13772 -12.23914 -13.95725 -0.174
C 10.98889 -11.07875 -13.70226 -0.255
C 11.67084 -11.12227 -12.33655 -0.080
C 9.65726 -12.29269 -15.33784 -0.244
C 8.55525 -11.26814 -15.68262 -0.093
H 7.44776 -13.34583 -13.97782 0.021
H 7.44476 -13.60494 -12.27727 0.072
H 8.56250 -14.45118 -13.34168 0.046
H 8.54064 -11.39643 -12.81792 0.112
H 9.67921 -12.56384 -12.02727 0.073
H 11.78625 -11.05621 -14.45356 0.099
H 10.42962 -10.15006 -13.87654 0.041
H 11.97028 -12.15072 -12.09821 0.066
H 12.57891 -10.52718 -12.27496 0.016
H 10.99871 -10.90840 -11.50356 0.029
H 9.25710 -13.30756 -15.41910 0.051
H 10.46710 -12.29545 -16.06942 0.090
H 7.62912 -11.48800 -15.15329 0.055
H 8.31381 -11.27260 -16.74647 -0.011
H 8.90694 -10.25913 -15.46929 0.010
C 11.05808 -13.54346 -9.54620 -0.096
C 10.73075 -14.65745 -10.53108 -0.261
N 11.12587 -15.99001 -10.07261 -0.146
C 10.72678 -16.98073 -11.05799 -0.265
C 9.21052 -17.14152 -11.18260 -0.083
C 12.59839 -16.04928 -9.98438 -0.266
C 13.18156 -17.28854 -9.34657 -0.095
H 12.12908 -13.32439 -9.53674 0.071
H 10.76842 -13.76262 -8.52109 0.087
H 10.58700 -12.62544 -9.90293 0.028
H 9.63526 -14.68411 -10.56726 0.070
H 11.06057 -14.43214 -11.55432 0.093
H 11.11456 -16.78853 -12.07512 0.100
H 11.14861 -17.96138 -10.83643 0.100
H 8.93215 -18.03995 -11.73695 0.072
H 8.69967 -17.20138 -10.21897 0.070
H 8.74217 -16.30944 -11.71496 0.050
H 12.94465 -15.20444 -9.38664 0.100
H 13.07170 -15.88291 -10.96660 0.111
H 12.89655 -18.22967 -9.83428 0.058
H 12.73727 -17.48284 -8.36347 0.080
H 14.26720 -17.28531 -9.30043 0.072
C 7.30730 -6.79901 -8.81170 -0.068
C 7.23318 -8.33697 -8.73501 -0.251
N 6.74604 -8.98347 -9.93851 -0.216
C 7.60568 -8.85469 -11.11496 -0.274
C 9.07000 -9.15026 -10.86448 -0.108
C 5.35388 -8.68932 -10.29350 -0.248
C 4.37631 -8.92909 -9.15492 -0.082
H 7.58922 -6.34786 -7.85990 0.074
H 6.34615 -6.38651 -9.12131 0.065
H 8.07142 -6.48427 -9.52685 0.068
H 8.21561 -8.70086 -8.43687 0.101
H 6.55996 -8.60852 -7.92132 0.102
H 7.43700 -7.85076 -11.53311 0.098
H 7.28852 -9.59191 -11.86195 0.104
H 9.70392 -8.90505 -11.70941 0.001
H 9.23370 -10.20626 -10.63171 0.055
H 9.45561 -8.58507 -10.01268 0.067
H 5.26873 -7.65141 -10.63841 0.110
H 5.10230 -9.36027 -11.11555 0.117
H 3.35785 -8.73762 -9.50134 0.077
H 4.37045 -9.94939 -8.77764 0.058
H 4.54327 -8.24821 -8.32027 0.067
```

No. 3
A 5-piece molecular cluster, C37H71BrFNO20PS4 overall, computed with ωB97M-V with the def2-TZVPD basis set.

Values from the calculation:
**HOMO level**: -11.797 eV
**LUMO energy**: -5.03 eV
**Net charge**: +1

```
136
Properties=species:S:1:pos:R:3:lowdin_charge:R:1
C 8.05954 -6.42726 4.13779 -0.079
C 7.52281 -7.21432 5.43014 -0.224
O 6.07877 -7.30826 5.53174 -0.062
C 5.47487 -6.02094 5.65739 -0.367
O 6.04132 -5.17901 6.39422 0.065
C 4.14432 -5.78188 4.81656 -0.112
C 3.19550 -4.62983 5.44457 -0.166
C 3.90356 -3.16990 5.30804 -0.144
N 2.96528 -2.08849 4.87520 -0.081
C 2.46969 -1.20744 5.92074 0.089
C 1.51589 0.00002 5.63722 -0.033
C 1.05627 0.86208 6.89279 -0.129
C 1.11305 2.45504 6.69156 -0.162
C 1.71541 3.09986 8.03434 -0.094
C 3.31095 3.22621 7.96060 -0.384
O 3.80943 4.18076 7.31220 0.071
O 4.15764 2.29112 8.65686 0.019
C 1.11470 0.23075 4.16464 0.063
C 0.18727 1.46055 3.77212 -0.289
O -0.98049 1.60580 4.17181 0.140
O 0.79865 2.46232 2.91705 -0.023
O 2.01741 2.81661 3.40060 -0.123
C 3.08976 2.46693 2.48857 -0.114
C 4.52601 2.27847 3.23483 -0.275
C 4.42824 1.43423 4.59283 -0.059
C 5.60097 1.52769 2.29288 -0.148
C 7.10176 1.52982 2.86340 -0.376
C 7.45536 0.27000 3.81487 -0.102
C 7.53829 2.88736 3.61119 -0.091
C 1.63069 -0.75513 3.08366 -0.036
C 1.21016 -0.60441 1.52280 -0.144
C -0.14590 -1.43563 1.18305 -0.129
F -1.06908 -1.31257 2.27960 -0.081
C 2.58498 -1.94137 3.49102 -0.249
P 3.12934 -3.06459 2.05198 0.683
O 4.81992 -3.42301 2.19106 -0.381
Br 1.93191 -5.01737 2.22515 0.365
H 7.30697 -5.71765 3.65830 0.070
H 9.03168 -5.85673 4.36420 0.089
H 8.34123 -7.21691 3.34471 0.084
H 8.04130 -6.77537 6.34530 0.122
H 7.90771 -8.29902 5.33587 0.137
H 3.53430 -6.76132 4.89700 0.142
H 4.34919 -5.56538 3.71692 0.076
H 2.12722 -4.65427 5.05202 0.076
H 3.12377 -4.88593 6.56986 0.130
H 4.86683 -3.23282 4.69744 0.129
H 4.23768 -2.90709 6.38229 0.134
H 2.80427 -1.41786 6.99657 0.150
H 0.01993 0.49991 7.20382 0.144
H 1.76733 0.61433 7.77019 0.112
H 0.02831 2.82040 6.57702 0.131
H 1.71651 2.81257 5.79402 0.105
H 1.31577 4.16522 8.18637 0.139
H 1.45971 2.45140 8.95629 0.130
H 4.14263 1.41903 8.18533 0.106
H 2.92352 1.50700 1.89407 0.114
H 3.24685 3.30100 1.70144 0.152
H 4.84541 3.34380 3.52839 0.139
H 4.27802 0.30113 4.42847 0.070
H 3.61534 1.78253 5.31233 0.056
H 5.42402 1.52624 5.17293 0.081
H 5.26544 0.41953 2.26385 0.100
H 5.55540 1.89815 1.21150 0.125
H 7.80752 1.43146 1.95165 0.133
H 6.72547 -0.60371 3.72066 0.057
H 7.38188 0.64949 4.90568 0.069
H 8.55272 -0.05403 3.69031 0.090
H 6.91969 3.73389 3.15861 0.075
H 7.27002 2.86440 4.73248 0.084
H 8.65027 3.10988 3.44189 0.093
H 0.93660 0.49935 1.32163 0.115
H 2.06574 -0.84910 0.81144 0.098
H -0.64365 -0.95523 0.26460 0.117
H 0.14748 -2.50784 0.92722 0.104
H 5.34637 -2.70865 1.75824 0.065
O -3.68970 2.61676 -1.05029 -0.281
S -3.75325 1.48653 -0.16018 0.600
O -3.23305 0.19555 -0.53660 -0.292
O -5.27575 1.30659 0.35199 -0.260
C -6.30857 1.15204 -0.62407 -0.260
C -6.27443 -0.22236 -1.26719 -0.074
C -3.03416 1.93748 1.38744 -0.123
H -6.24460 1.94317 -1.37706 0.117
H -7.26042 1.27963 -0.10320 0.125
H -5.36264 -0.36352 -1.85066 0.064
H -7.12482 -0.35698 -1.93912 0.084
H -6.29446 -1.00445 -0.50431 0.086
H -3.43869 2.89637 1.70733 0.081
H -1.95682 2.01522 1.23924 0.067
H -3.25191 1.15765 2.11656 0.075
O -4.26970 3.00162 -7.17595 -0.272
S -4.33346 1.87571 -6.28212 0.606
O -3.80768 0.58357 -6.64769 -0.294
O -5.85979 1.69162 -5.78156 -0.265
C -6.88478 1.52850 -6.76562 -0.262
C -6.83951 0.15152 -7.40200 -0.068
C -3.61822 2.32756 -4.73242 -0.120
H -6.81838 2.31596 -7.52154 0.113
H -7.84146 1.65445 -6.25316 0.125
H -5.92263 0.01190 -7.97745 0.072
H -7.68356 0.01024 -8.08032 0.068
H -6.86214 -0.62813 -6.63618 0.084
H -4.02538 3.28652 -4.41638 0.079
H -2.54049 2.40655 -4.87648 0.067
H -3.83680 1.54922 -4.00182 0.069
O -0.06395 -0.96970 -2.31777 -0.301
S 0.32826 -1.79039 -3.43896 0.602
O 1.70341 -1.89714 -3.85523 -0.284
O -0.57726 -1.39937 -4.71937 -0.251
C -0.58600 -0.03927 -5.16027 -0.263
C 0.70848 0.33368 -5.85958 -0.067
C -0.30182 -3.42574 -3.19895 -0.119
H -0.79147 0.63331 -4.32169 0.111
H -1.41469 0.06247 -5.86530 0.107
H 1.55381 0.30486 -5.16930 0.067
H 0.64894 1.34312 -6.27236 0.084
H 0.92603 -0.37006 -6.66648 0.089
H -1.35153 -3.36580 -2.91537 0.077
H 0.27792 -3.88887 -2.40001 0.071
H -0.17664 -3.99091 -4.12181 0.079
O -9.17306 2.44182 -9.31818 -0.287
S -9.38782 1.82747 -10.60349 0.596
O -8.29985 1.28279 -11.37406 -0.280
O -10.23261 2.84287 -11.53587 -0.263
C -9.71043 4.15373 -11.76188 -0.265
C -8.52786 4.13226 -12.71300 -0.076
C -10.62688 0.57571 -10.43975 -0.120
H -9.44642 4.62913 -10.81257 0.116
H -10.51527 4.74495 -12.20514 0.123
H -7.67925 3.60208 -12.27694 0.069
H -8.20172 5.14761 -12.94877 0.082
H -8.78946 3.61664 -13.64017 0.086
H -11.47320 0.98113 -9.88749 0.075
H -10.18435 -0.25676 -9.89217 0.073
H -10.92869 0.24595 -11.43322 0.077
```

Number 1: Kohn-Sham gap 8.9 eV. Number 2: Kohn-Sham gap 8.1 eV. Number 3: Kohn-Sham gap 6.8 eV.